#A
{"formula": "C2H3NOS", "method": "ωB97M-V with the def2-TZVPD basis set", "smiles": "CN1SC1=O", "lumo_energy_ev": 0.42, "elements": ["C", "H", "C", "H", "H", "N", "S", "O"], "coordinates": [[-2.48352, -0.81319, 0.17711], [-0.12660, -1.09763, -0.38091], [-0.17084, -0.13697, 0.12355], [0.13556, -0.21548, 1.23210], [0.27420, 0.69124, -0.43452], [-1.59419, 0.03166, -0.02881], [-2.79646, 1.37252, -0.26792], [-3.02824, -1.82863, 0.32619]]}

=====

#B
{"formula": "C2H3NOS", "method": "ωB97M-V with the def2-TZVPD basis set", "lumo_energy_ev": 0.40, "elements": ["O", "H", "C", "N", "H", "C", "H", "S"], "coordinates": [[-0.58812, 0.91445, -1.30897], [1.29635, -1.09746, 0.20776], [-1.40339, -0.21125, -0.04029], [-0.20252, 0.12997, -0.30684], [0.93724, 0.36230, 1.37356], [1.09208, -0.03749, 0.32028], [1.71119, 0.58176, -0.42778], [-2.84283, -0.64229, 0.18229]]}

=====

#C
{"formula": "C2H3NOS", "method": "ωB97M-V with the def2-TZVPD basis set", "lumo_energy_ev": -1.84, "elements": ["H", "C", "O", "H", "S", "N", "C", "H"], "coordinates": [[-0.67876, 0.08012, 1.27548], [1.49673, 0.06757, -1.59054], [-0.81461, 0.46454, 0.43600], [1.16602, -2.21246, -1.29914], [1.24119, -1.06724, -0.38501], [1.06803, 2.52787, -1.20935], [1.32541, 1.40763, -1.32341], [-0.02483, 0.91524, 0.12694]]}

=====

The most stable of them is #A.

=====

#A
{"formula": "C16H17ClN2O3", "method": "ωB97M-V with the def2-TZVPD basis set", "lumo_energy_ev": -0.91, "elements": ["H", "H", "H", "Cl", "C", "H", "C", "N", "C", "H", "C", "C", "C", "C", "H", "C", "C", "C", "H", "H", "H", "O", "H", "C", "H", "H", "H", "H", "C", "O", "O", "C", "N", "C", "H", "H", "C", "H", "C"], "coordinates": [[-3.46194, -1.18944, -0.93097], [4.12611, 4.04942, 0.16147], [4.09833, 2.53510, 2.17962], [-3.38169, 1.53237, -1.04968], [-1.41116, -2.47949, 0.84645], [-1.18064, -2.98704, -1.51693], [-1.67764, -0.31938, -1.50036], [0.13565, 0.56415, -1.97967], [2.33337, 0.48591, 0.16072], [-2.83570, -2.88748, 2.36759], [3.05138, 2.61926, -1.06402], [-1.97851, 1.12308, -1.40660], [-0.29326, -0.59344, -1.95872], [-2.45247, -2.19677, 1.69574], [-3.34449, -1.53167, 1.47027], [3.68063, 2.93457, 0.26181], [-0.88753, 1.59710, -1.74612], [-1.90617, -1.02908, 2.63426], [-0.00141, 0.09417, 2.28210], [-1.14994, -1.68964, 3.56521], [-2.56881, -3.51754, -0.65613], [0.33403, -1.58028, -2.42164], [-1.38333, 0.54245, 1.41258], [2.94369, 1.11778, 1.27783], [1.80319, -0.45350, -0.10608], [1.54191, 2.03494, -2.83990], [-2.49860, -0.37432, 3.25466], [-0.69061, -3.58638, 1.01154], [1.54980, 0.99277, -2.29583], [-0.45138, -1.36955, 0.68219], [-0.64661, 2.89186, -1.70816], [2.24239, 1.55564, -1.18018], [-2.41237, -1.51893, -1.28003], [-0.93683, -0.53893, 1.76546], [2.93219, 0.21268, 2.26412], [2.09692, 0.15880, -2.70321], [-1.83741, -2.75182, -0.51693], [2.98771, 3.30927, -1.76540], [3.53118, 2.24333, 1.33296]]}

=====

#B
{"formula": "C16H17ClN2O3", "method": "ωB97M-V with the def2-TZVPD basis set", "smiles": "C=CCNC(=O)/C(C#N)=C\\c1cc(Cl)c(OCC)c(OC)c1", "lumo_energy_ev": -0.45, "elements": ["H", "C", "C", "H", "H", "H", "H", "C", "H", "C", "O", "H", "H", "C", "N", "H", "C", "O", "C", "H", "N", "C", "C", "C", "C", "H", "C", "H", "H", "C", "C", "H", "H", "O", "C", "H", "Cl", "H", "C"], "coordinates": [[-3.98173, 0.39878, -4.04752], [0.71367, -2.40023, 1.10993], [-0.92155, 0.13692, -1.12116], [2.64327, -0.18713, 3.29147], [1.00866, 1.92240, -1.00111], [-0.97931, -3.65396, -0.48689], [0.38971, -3.38378, 1.43330], [-0.12050, -1.78012, 0.10976], [-3.64903, -1.33923, -3.91135], [-4.78025, -0.50673, -2.25850], [-2.45912, 0.00412, -2.84938], [-4.55445, -1.32133, -1.57479], [2.69561, 3.53525, 0.76068], [-1.76817, -2.05173, -1.64128], [2.89279, 0.11521, 2.36214], [-5.75091, -0.69073, -2.71022], [2.32170, 3.49517, 1.77029], [2.84547, -0.36292, 0.15168], [3.57186, 1.38861, 2.22520], [1.66657, 4.29549, 2.06973], [2.99490, -3.17187, 3.57488], [2.66368, 2.52496, 2.59585], [-0.12924, -0.40188, -0.13114], [-3.72301, -0.40325, -3.35066], [2.46834, -2.62857, 2.71040], [-0.18104, 2.44431, 0.22447], [1.83317, -1.90593, 1.68230], [4.45776, 1.39096, 2.87075], [-4.82157, 0.42189, -1.69398], [-0.00434, 2.30555, -0.84775], [2.55830, -0.64461, 1.29522], [2.27798, 2.49633, 3.60721], [-0.11571, 3.26213, -1.35554], [-0.96669, 1.45563, -1.42885], [-0.96602, -2.58668, -0.64565], [3.88503, 1.46920, 1.18208], [-2.70720, -3.20473, -2.54451], [0.47359, 0.24537, 0.48015], [-1.78220, -0.68288, -1.90721]]}

=====

The most stable of them is #B.

=====

#A
{"formula": "C3H5NO2", "method": "ωB97M-V with the def2-TZVPD basis set", "smiles": "N=C=C(O)CO", "lumo_energy_ev": 0.59, "elements": ["H", "H", "N", "H", "O", "H", "C", "O", "C", "H", "C"], "coordinates": [[0.57947, -0.38747, -1.53888], [0.94135, -1.45048, 0.97486], [-2.19688, -0.05448, -0.47449], [-0.33905, 1.75199, 1.71268], [0.74585, -1.21010, -1.05088], [-2.48165, 0.07685, -1.44454], [-1.05057, 0.28099, -0.17489], [0.42423, 1.59217, 1.14250], [0.12329, 0.46938, 0.41162], [2.15799, -0.39314, 0.22966], [1.09597, -0.67571, 0.21237]]}

=====

#B
{"formula": "C3H5NO2", "method": "ωB97M-V with the def2-TZVPD basis set", "smiles": "O=C1C=NC1.O", "lumo_energy_ev": 0.07, "elements": ["O", "H", "O", "H", "C", "H", "C", "H", "H", "N", "C"], "coordinates": [[0.45193, 1.85116, 0.14636], [-1.54805, 0.80564, 0.64908], [-2.22773, 0.54653, -0.01344], [0.84440, -0.17790, -2.39468], [0.91418, -0.61170, 0.70405], [0.18295, -1.11184, 1.37770], [0.71597, -0.23945, -1.35130], [1.87254, -0.49399, 1.20069], [-2.83074, -0.06838, 0.47095], [1.09634, -1.21347, -0.60554], [0.52821, 0.71341, -0.18389]]}

=====

#C
{"formula": "C3H5NO2", "method": "ωB97M-V with the def2-TZVPD basis set", "lumo_energy_ev": -0.35, "elements": ["O", "H", "H", "C", "C", "H", "O", "H", "C", "N", "H"], "coordinates": [[0.48662, 1.26646, 1.77248], [1.66184, -0.31563, -1.63920], [-0.42833, -0.57658, 1.92991], [-0.01878, 0.26300, 1.35688], [-1.20796, -0.21820, -0.64602], [-1.13947, 0.21960, -1.65161], [-1.74689, 0.50961, 0.33148], [-1.64058, -1.23058, -0.74866], [1.45392, -0.06689, -0.60531], [0.31969, -0.22911, -0.07125], [2.25994, 0.37830, -0.02870]]}

=====

#D
{"formula": "C3H5NO2", "method": "ωB97M-V with the def2-TZVPD basis set", "lumo_energy_ev": -0.37, "elements": ["H", "C", "N", "H", "O", "H", "H", "C", "H", "O", "C"], "coordinates": [[-2.29200, 1.41417, -0.55837], [0.56806, -0.94590, -1.15534], [-1.45735, 1.60778, -0.00218], [0.41799, -1.97763, -0.82921], [-0.62457, -0.23952, -1.18765], [1.09926, -0.89212, -2.10836], [0.15348, -0.35734, 3.17134], [-0.54027, 0.78751, -0.26252], [0.45741, 0.12392, 2.68897], [1.39386, -0.27445, -0.15504], [0.82414, 0.75358, 0.39836]]}

=====

The most stable of them is #B.

=====

#A
{"formula": "C3H5NO2", "method": "ωB97M-V with the def2-TZVPD basis set", "smiles": "C#N.C=O.C=O", "lumo_energy_ev": 0.60, "elements": ["H", "H", "C", "H", "H", "N", "O", "C", "H", "O", "C"], "coordinates": [[-0.30186, -1.48014, -1.13272], [1.04603, 1.35483, 0.26749], [0.63450, -1.53744, -0.54211], [0.55198, -2.01255, 0.44982], [-2.00886, 0.83260, 1.07449], [-0.94062, -0.77566, 2.18246], [-0.71983, 1.55284, -0.70864], [0.48823, 1.50136, -0.67658], [1.09981, 1.58386, -1.59122], [1.67206, -1.07456, -0.95267], [-1.52144, 0.05486, 1.62967]]}

=====

#B
{"formula": "C3H5NO2", "method": "ωB97M-V with the def2-TZVPD basis set", "smiles": "O=C1NC[C@@H]1O", "lumo_energy_ev": 0.55, "elements": ["N", "O", "H", "O", "C", "H", "C", "C", "H", "H", "H"], "coordinates": [[-0.99143, -0.92016, -0.06201], [1.29934, -1.33394, 0.00005], [-1.75394, -1.67024, -0.23757], [1.04786, 1.21131, -0.30816], [0.26802, -0.63406, 0.16618], [-0.02054, 1.49451, 1.41718], [-0.03515, 0.83086, 0.48677], [-1.44127, 0.48814, -0.12589], [-1.33175, 0.43317, -1.24124], [-2.58809, 0.80169, 0.24845], [1.10709, 2.25342, -0.45027]]}

=====

#C
{"formula": "C3H5NO2", "method": "ωB97M-V with the def2-TZVPD basis set", "smiles": "CN=C=O.C=O", "lumo_energy_ev": 0.51, "elements": ["N", "C", "H", "H", "H", "O", "C", "H", "H", "C", "O"], "coordinates": [[0.57964, -0.63718, 0.26908], [0.95427, 0.16814, -0.53596], [-1.57410, 0.97739, -0.14451], [1.44579, -2.52118, 0.52040], [0.21503, -2.06716, 1.71499], [-2.73859, 1.68273, -1.64533], [1.04795, -1.69562, 1.11649], [1.82967, -1.33531, 1.79109], [-1.13334, 2.64776, -0.87294], [-1.81017, 1.77123, -0.88404], [1.18385, 1.00921, -1.32926]]}

=====

#D
{"formula": "C3H5NO2", "method": "ωB97M-V with the def2-TZVPD basis set", "smiles": "CN(C=O)C=O", "lumo_energy_ev": 0.75, "elements": ["H", "H", "H", "O", "N", "O", "C", "H", "C", "C", "H"], "coordinates": [[0.95922, 2.05534, -0.69748], [-1.25893, -0.49512, 1.58571], [0.81693, 0.31095, -1.99056], [0.01096, -1.45477, -1.46315], [0.04185, 0.23319, 0.00362], [0.36002, 2.28374, 1.19439], [-0.63111, -0.95635, 0.84230], [-1.25698, -1.69752, 0.28238], [0.46874, 1.60387, 0.20871], [0.31710, -0.30861, -1.22969], [0.17220, -1.57473, 1.26376]]}

=====

The most stable of them is #D.